Record 1
The following is a quantum chemistry calculation of a structure of composition C15H21ClN2O in a non-equilibrium geometry, from the Open Molecules 2025 dataset.

```
40
Properties=species:S:1:pos:R:3
C 5.18034 -1.88481 -0.92882
C 3.75166 -1.42113 -0.51697
C 2.56015 -2.22678 -0.79621
C 1.45273 -1.72432 -0.34551
C 1.41679 -0.46223 0.27796
C 2.62202 0.19984 0.78704
C 3.88467 -0.17729 0.41749
Cl 5.19966 0.57636 0.53820
H 2.54382 0.96416 1.25914
N 0.15707 -0.07940 0.94524
C -1.04849 -0.88013 0.92532
O -1.23964 -1.84435 0.21341
C -2.10917 0.28508 1.46600
N -3.52014 -0.29512 1.26713
H -3.47359 -1.23453 0.90817
C -3.95968 0.51466 0.18365
C -4.35226 2.10606 0.42612
C -5.05915 2.64880 -0.67482
C -4.40211 2.43698 -2.07948
C -3.91135 1.05424 -2.24514
C -3.13201 0.40054 -1.30195
H -2.85906 -0.70339 -1.28177
H -2.25586 0.84521 -0.97520
H -3.26589 1.02459 -3.08924
H -4.87410 0.31781 -2.78075
H -4.92015 2.97564 -2.86378
H -3.32602 3.28150 -1.92818
H -5.40123 3.47694 -0.50381
H -5.97119 2.11000 -0.79515
H -3.45820 2.54900 0.64816
H -4.98351 1.84680 1.28829
H -4.94405 -0.03645 -0.27139
H -2.06261 -0.13576 2.70349
H -1.91690 1.31093 1.44020
H 0.31033 0.78000 1.49588
H 0.52664 -2.50999 -0.46756
H 2.77567 -3.09968 -1.54089
H 5.12511 -2.79355 -1.32522
H 5.68592 -1.18254 -1.60892
H 5.99266 -2.22398 -0.05283
```

Results
DFT total energy	-33435.090	eV
ΔE to the lowest compared entry with this formula, charge and spin	269.3	kcal/mol
gap between HOMO and LUMO	8.3	eV

---

Record 2
The following is a quantum chemistry calculation of a structure of composition C15H21ClN7OPdS in a non-equilibrium geometry, from the Open Molecules 2025 dataset.

```
47
Properties=species:S:1:pos:R:3
Pd 10.62681 6.03629 8.17652
N 9.96072 6.08619 12.56410
C 10.29773 6.28059 11.22412
S 10.64390 4.83762 10.35046
N 10.32117 7.52144 10.83149
N 10.70659 7.72251 9.50867
C 10.84547 8.92591 9.12145
C 11.23737 9.36908 7.78753
C 11.26580 10.75594 7.55460
C 11.68778 11.36672 6.34825
C 12.06516 10.55836 5.29235
C 11.99234 9.23015 5.40908
C 11.61506 8.54369 6.65261
O 11.62950 7.25379 6.65812
H 10.37389 5.21475 12.88122
H 10.25761 6.86870 13.13313
H 10.61683 9.69591 9.83751
H 10.92735 11.38218 8.37204
H 11.73951 12.43184 6.25597
H 12.35868 11.10099 4.41066
H 12.26676 8.54429 4.60393
C 7.42863 9.85805 7.00363
N 7.38873 10.00683 8.48103
C 6.30561 9.22982 8.98905
N 4.96137 9.70653 8.42246
C 5.12355 9.59764 6.93235
N 6.22510 10.35567 6.38092
C 6.04248 11.78241 6.74705
N 5.93223 11.94364 8.25020
C 7.19351 11.39954 8.79725
C 4.81700 11.11748 8.76424
H 7.36083 8.82568 6.64505
H 8.27250 10.38334 6.55614
H 6.15762 9.33496 10.04892
H 6.53580 8.25878 8.72835
H 4.20856 9.92225 6.43308
H 5.29985 8.51740 6.64105
H 5.21922 12.30774 6.21781
H 7.00750 12.27658 6.40412
H 7.10844 11.38996 9.84130
H 8.03524 11.89904 8.39484
H 3.88172 11.51067 8.30214
H 4.70668 11.29700 9.85348
Cl 9.20900 4.75451 6.40763
C 8.61738 6.08597 7.55150
H 7.79576 5.60065 8.07466
H 8.28368 6.91742 6.96420
```

Results
charge	-1
DFT total energy	-55210.333	eV
ΔE to the lowest compared entry with this formula, charge and spin	13.0	kcal/mol
2S+1	3
gap between HOMO and LUMO (spin up / spin down)	6.3 / 7.0	eV

---

- Look up the DFT total energy of the first one.
  -33435.090 eV

---

- Look up the ΔE to the lowest compared entry with this formula, charge and spin of the first one.
  269.3 kcal/mol

---

Repeat the second record exactly.
The following is a quantum chemistry calculation of a structure of composition C15H21ClN7OPdS in a non-equilibrium geometry, from the Open Molecules 2025 dataset.

```
47
Properties=species:S:1:pos:R:3
Pd 10.62681 6.03629 8.17652
N 9.96072 6.08619 12.56410
C 10.29773 6.28059 11.22412
S 10.64390 4.83762 10.35046
N 10.32117 7.52144 10.83149
N 10.70659 7.72251 9.50867
C 10.84547 8.92591 9.12145
C 11.23737 9.36908 7.78753
C 11.26580 10.75594 7.55460
C 11.68778 11.36672 6.34825
C 12.06516 10.55836 5.29235
C 11.99234 9.23015 5.40908
C 11.61506 8.54369 6.65261
O 11.62950 7.25379 6.65812
H 10.37389 5.21475 12.88122
H 10.25761 6.86870 13.13313
H 10.61683 9.69591 9.83751
H 10.92735 11.38218 8.37204
H 11.73951 12.43184 6.25597
H 12.35868 11.10099 4.41066
H 12.26676 8.54429 4.60393
C 7.42863 9.85805 7.00363
N 7.38873 10.00683 8.48103
C 6.30561 9.22982 8.98905
N 4.96137 9.70653 8.42246
C 5.12355 9.59764 6.93235
N 6.22510 10.35567 6.38092
C 6.04248 11.78241 6.74705
N 5.93223 11.94364 8.25020
C 7.19351 11.39954 8.79725
C 4.81700 11.11748 8.76424
H 7.36083 8.82568 6.64505
H 8.27250 10.38334 6.55614
H 6.15762 9.33496 10.04892
H 6.53580 8.25878 8.72835
H 4.20856 9.92225 6.43308
H 5.29985 8.51740 6.64105
H 5.21922 12.30774 6.21781
H 7.00750 12.27658 6.40412
H 7.10844 11.38996 9.84130
H 8.03524 11.89904 8.39484
H 3.88172 11.51067 8.30214
H 4.70668 11.29700 9.85348
Cl 9.20900 4.75451 6.40763
C 8.61738 6.08597 7.55150
H 7.79576 5.60065 8.07466
H 8.28368 6.91742 6.96420
```

Results
charge	-1
DFT total energy	-55210.333	eV
ΔE to the lowest compared entry with this formula, charge and spin	13.0	kcal/mol
2S+1	3
gap between HOMO and LUMO (spin up / spin down)	6.3 / 7.0	eV

---

- Among the records above, which one has the lowest DFT total energy?
  C15H21ClN7OPdS